# 1
Entry from OMol25: a molecular structure, C54H39BrN5O6Zn (ωB97M-V/def2-TZVPD).

The geometry in XYZ format:
```
106
Properties=species:S:1:pos:R:3:forces:R:3
Zn -0.35979 -0.32188 -0.12566 0.0 -0.3 -0.3
C 9.21947 1.45197 1.25761 0.0 0.0 0.0
O 8.46730 1.05244 0.13429 0.0 0.1 0.0
C 7.14311 0.75659 0.34405 0.0 0.0 0.0
C 6.39282 0.47539 -0.79432 0.0 0.0 0.0
C 5.04815 0.17903 -0.67885 0.0 -0.1 0.0
C 4.40189 0.14518 0.56449 -0.1 0.0 0.1
C 5.17985 0.41378 1.68397 0.1 0.1 0.0
C 6.53829 0.72060 1.59153 -0.1 0.0 0.0
C 2.94538 -0.13064 0.67167 0.1 -0.2 -0.2
C 2.06203 0.89608 1.09017 0.0 0.1 0.0
C 2.30699 2.38513 1.10362 0.0 -0.2 0.0
C 1.11248 2.97850 1.07631 0.0 -0.1 0.0
C 0.05692 1.88359 0.97457 0.2 0.2 0.1
N 0.79678 0.67540 1.31776 -0.2 0.1 0.1
C -2.18934 2.92634 1.19862 0.2 -0.1 0.7
C -3.19802 2.54025 0.22069 -0.2 -0.4 -0.4
C -3.70828 3.40819 -0.84453 0.1 0.1 0.2
C -3.95852 2.60214 -1.89781 0.1 -0.1 0.1
C -3.59703 1.25325 -1.46466 -0.3 -0.1 -0.3
C -3.12560 0.20598 -2.20505 0.2 0.1 0.2
C -2.68617 0.36583 -3.60509 -0.2 -0.1 -0.1
C -2.65246 -0.75485 -4.44862 -0.1 0.0 0.0
C -2.13871 -0.68198 -5.72343 0.0 0.0 0.0
C -1.61348 0.52073 -6.19295 0.0 0.1 0.0
O -1.07920 0.49298 -7.44845 0.1 0.0 0.0
C -0.29948 1.60419 -7.84331 -0.1 0.0 0.0
C -1.64219 1.64862 -5.38541 0.0 0.0 0.0
C -2.16896 1.56010 -4.10028 0.1 0.0 0.0
C -2.75859 -1.09434 -1.59245 0.0 0.0 0.1
N -1.44542 -1.44197 -1.46622 0.0 0.2 0.0
C -1.41748 -2.77264 -1.10893 0.3 0.0 -0.1
C -0.16163 -3.50960 -0.91283 -0.1 0.0 0.0
C -0.23121 -4.98702 -1.02219 -0.1 0.0 0.0
C 0.33304 -5.80496 -0.05032 0.0 -0.1 0.1
C 0.20728 -7.19320 -0.08969 0.0 0.1 0.0
C -0.50098 -7.78350 -1.12570 0.1 0.0 0.0
O -0.71051 -9.13143 -1.24633 0.0 0.0 0.0
C -0.29645 -9.94337 -0.16886 0.0 0.0 0.0
C -1.04880 -6.98643 -2.12850 0.0 0.0 0.0
C -0.91963 -5.61444 -2.06850 0.0 0.0 -0.1
C 1.03187 -2.93594 -0.57353 0.1 0.1 0.0
C 2.37224 -3.52023 -0.56939 -0.1 0.1 0.0
C 3.22737 -2.55865 -0.16353 0.0 0.1 0.0
C 2.43733 -1.35482 0.14017 0.0 0.1 0.1
N 1.16002 -1.62479 -0.14896 -0.1 0.1 0.1
C -2.72328 -3.25521 -1.01747 -0.1 0.0 0.1
C -3.58092 -2.17315 -1.29429 0.0 -0.1 -0.1
N -3.28109 1.27345 -0.11867 0.1 0.2 0.1
C -1.73795 4.94661 2.33971 0.1 -0.1 -0.1
C -1.01620 4.49835 3.42722 0.1 0.0 0.1
C -0.99600 5.24570 4.60389 0.0 0.0 -0.1
C -1.68636 6.44813 4.67565 0.1 0.0 0.0
O -1.73774 7.24113 5.79347 0.0 0.0 0.0
C -1.19494 6.70497 6.98213 0.0 0.0 -0.1
C -2.36840 6.91865 3.55747 0.0 0.0 0.0
C -2.39468 6.16880 2.39712 0.0 0.1 0.1
H 10.18935 1.76980 0.88236 0.0 0.0 0.0
H 9.35962 0.62614 1.96156 0.0 0.0 0.0
H 8.74616 2.28720 1.78106 0.0 0.0 0.0
H 6.88007 0.51096 -1.76076 0.0 0.0 0.0
H 4.46477 -0.02370 -1.56950 0.0 0.0 0.0
H 4.71191 0.37945 2.66114 0.0 0.0 0.0
H 7.10131 0.91061 2.49416 0.0 0.0 0.0
H 3.27825 2.85875 1.06242 0.0 0.0 0.0
H 0.90146 4.03651 1.00807 0.0 0.0 0.0
H -3.77747 4.48403 -0.79935 0.0 0.0 0.0
H -4.32418 2.87973 -2.87397 0.0 0.0 0.0
H -3.03838 -1.69690 -4.07754 0.1 0.0 0.0
H -2.10727 -1.55127 -6.36738 0.0 0.0 0.0
H 0.18907 1.31951 -8.77159 0.0 0.0 0.0
H 0.45682 1.84234 -7.09199 0.0 0.0 0.0
H -0.91913 2.48759 -8.02101 0.0 0.0 0.0
H -1.23323 2.58980 -5.72305 0.0 0.0 0.0
H -2.10560 2.42137 -3.45089 0.0 0.0 0.0
H 0.86578 -5.34541 0.77348 0.0 0.0 0.0
H 0.64901 -7.78539 0.69850 0.0 0.0 0.0
H -0.62246 -10.95354 -0.40339 0.0 0.0 0.0
H -0.75555 -9.62215 0.77000 0.0 0.0 0.0
H 0.79122 -9.93684 -0.05358 0.0 0.0 0.0
H -1.57521 -7.46560 -2.94413 0.0 0.0 0.0
H -1.35246 -5.00031 -2.84835 0.0 0.0 0.0
H 2.61827 -4.52489 -0.87598 0.0 0.0 0.0
H 4.29831 -2.63902 -0.05063 0.0 0.0 0.0
H -3.01473 -4.25975 -0.74692 0.0 0.0 0.0
H -4.66026 -2.17991 -1.33091 0.0 0.0 0.0
H -0.46713 3.56851 3.36031 0.0 0.0 0.0
H -0.42619 4.87610 5.44334 0.0 0.0 0.0
H -1.45135 7.39950 7.77806 0.0 0.0 0.0
H -0.10667 6.61604 6.92146 0.0 0.0 0.0
H -1.62037 5.72365 7.20725 0.0 0.0 0.0
H -2.88413 7.86813 3.62122 0.0 0.0 0.0
H -2.93109 6.51569 1.52339 0.0 0.0 0.0
Br -1.15760 -3.19464 2.32310 -0.1 0.1 0.0
C -2.06236 -1.52687 2.49097 0.0 0.0 -0.2
C -3.14091 -1.46967 3.35384 0.0 0.0 0.0
C -3.71224 -0.22143 3.54972 0.0 -0.1 0.0
C -3.13896 0.88359 2.95976 0.0 0.1 0.1
C -2.04314 0.72979 2.10357 0.4 0.0 0.2
N -1.57343 -0.50286 1.82521 0.0 0.1 0.0
C -1.34286 1.96336 1.66664 -0.5 -0.1 -0.3
O -1.82271 4.25492 1.15131 0.0 0.2 -0.5
O -0.37435 1.67376 -0.34112 0.1 -0.1 0.2
H -3.49127 -2.35772 3.85695 0.0 0.0 0.0
H -4.57180 -0.11206 4.19955 0.0 0.0 0.0
H -3.51197 1.88006 3.15224 0.1 0.0 0.1
```
Forces are in eV/Å.

Results
HOMO-LUMO gap = 5.092 eV
relative energy (zero: lowest compared OMol25 entry of this formula, charge and spin) = 0.0000 eV
E_tot = -194824.7468 eV
F_max = 0.7 eV/Å
E_LUMO = 1.747 eV
HOMO energy = -3.35 eV
charge = -1

=====

# 2
Entry from OMol25: a molecular structure, C54H40Cl3N2O6S2Ti in a non-equilibrium geometry (ωB97M-V/def2-TZVPD).

The geometry in XYZ format:
```
108
Properties=species:S:1:pos:R:3:forces:R:3
Ti 2.74383 0.40219 -0.40282 1.3 0.5 -1.1
Cl 3.85520 1.43609 2.22123 0.7 -0.2 -0.5
C 5.28287 1.84422 1.16094 -1.1 1.4 0.7
Cl 4.57034 2.48163 -0.42194 1.0 -0.5 1.2
H 5.89022 0.95769 1.01566 -0.2 0.1 -0.3
H 5.77388 2.67938 1.71229 -0.2 -0.7 -0.9
C -4.92924 -4.36098 -0.03058 0.7 -1.8 -0.2
C -4.65332 -2.93946 -0.17310 0.9 1.9 -2.6
C -4.05910 -2.39965 -1.34464 0.1 0.5 0.9
C -3.66644 -1.05976 -1.42700 0.0 0.2 0.4
C -4.14525 -0.16595 -0.46355 0.3 -1.3 -0.1
C -4.89267 -0.63918 0.62068 0.8 -0.1 -1.2
C -5.01800 -2.01201 0.76437 -0.8 0.3 2.0
S -3.68987 1.51029 -0.27326 -1.7 3.1 -1.1
O -5.02406 2.27104 -0.13127 1.9 -1.1 0.2
C -3.09733 1.91910 -1.98545 0.7 0.2 1.8
C -3.82324 1.43812 -3.04682 -0.4 0.4 -1.0
C -3.29802 1.57026 -4.30887 0.3 -1.0 0.0
C -1.94231 1.95303 -4.49747 0.1 -0.5 0.7
C -1.18105 1.63195 -5.66037 0.2 1.0 0.3
C 0.07918 2.15740 -5.82907 -0.9 0.6 0.9
C 0.72102 2.90727 -4.78284 -0.9 -0.5 -0.5
C 0.12360 2.96048 -3.54755 -1.6 -0.4 -1.2
C -1.27539 2.55191 -3.39287 2.1 0.2 -0.9
C -1.91924 2.65527 -2.15435 -2.5 -0.6 1.0
C -1.53523 3.70298 -1.17264 1.0 0.0 0.6
C -2.01787 5.08531 -1.24704 -1.2 -1.2 0.4
C -3.23484 5.46177 -1.86213 -1.0 -0.3 -2.1
C -3.66667 6.80001 -1.94343 0.0 -1.5 0.6
C -3.10235 7.72216 -1.06035 2.2 0.1 0.3
C -1.89397 7.37883 -0.39106 -2.3 0.2 -0.4
C -1.39594 6.06010 -0.45890 1.2 1.0 0.2
C -0.13141 5.76851 0.12992 0.9 -0.9 -0.6
C 0.40746 4.49143 0.01210 0.9 2.7 2.4
C -0.45305 3.46715 -0.34008 0.1 -0.2 -0.8
S 0.03975 1.87844 0.28055 -0.4 -0.8 -0.9
O 1.60232 1.92966 0.03192 -0.5 -0.4 0.4
C -0.16840 2.01842 2.03978 0.4 -0.7 -0.6
C 0.58335 2.92860 2.75006 0.5 0.7 -1.1
C 0.38642 3.00402 4.08404 0.1 2.1 2.4
C -0.62461 2.33591 4.74017 -1.3 -1.2 -0.5
C -1.07414 2.54593 6.15110 1.9 -1.4 0.5
C -1.29945 1.32389 4.03076 2.1 1.2 -0.5
C -0.98447 1.09521 2.70996 0.0 1.1 -0.1
H -4.76453 -4.95831 -0.97784 0.2 0.7 1.2
H -5.93351 -4.53385 0.25782 -1.3 0.0 0.1
H -4.38274 -4.75475 0.85179 0.2 -0.1 -0.8
H -3.87241 -2.99205 -2.20362 0.4 -0.9 -0.5
H -2.97631 -0.68836 -2.19840 -0.6 -0.5 0.2
H -5.28518 0.13735 1.24523 -0.3 -0.2 0.8
H -5.41640 -2.41629 1.69674 -0.3 0.3 -0.1
H -4.82687 1.06667 -2.85373 0.2 -0.2 -0.2
H -3.85041 1.12817 -5.11870 -0.1 0.2 -0.4
H -1.66325 1.03902 -6.41409 0.0 -0.1 -0.4
H 0.56174 2.09415 -6.77663 0.4 -0.3 -0.5
H 1.61752 3.45092 -5.07366 0.2 -0.5 0.6
H 0.64723 3.22486 -2.67289 0.6 0.9 0.7
H -3.86423 4.67441 -2.37648 1.0 1.0 0.5
H -4.47632 7.11089 -2.61796 0.2 -0.4 0.6
H -3.54458 8.71607 -0.97638 0.4 -0.2 0.0
H -1.39924 8.10979 0.23739 0.0 -0.1 0.0
H 0.41817 6.57594 0.61297 0.0 -0.2 -0.3
H 1.45603 4.28339 0.36456 -1.4 0.2 -0.3
H 1.27870 3.63602 2.27636 -0.4 -0.6 0.2
H 0.89131 3.79282 4.67576 0.0 -0.6 -0.5
H -1.34007 3.57402 6.36646 -0.1 0.0 0.2
H -0.19921 2.18393 6.79098 -1.1 0.9 -0.4
H -1.86184 1.80304 6.31115 -0.2 0.7 0.4
H -1.92870 0.67291 4.54432 -1.2 -0.9 0.7
H -1.42538 0.25272 2.25762 -0.5 -0.7 -1.0
N -0.39955 -8.06550 -3.46421 0.6 3.2 0.5
C -0.22602 -6.93886 -3.16711 -1.3 -3.8 -0.3
C -0.11706 -5.64879 -2.58469 1.7 1.3 1.2
C 0.30212 -4.57706 -3.41739 -0.8 -1.3 1.9
C 0.62038 -3.37774 -2.82598 0.6 1.4 -0.5
C 0.65712 -3.19086 -1.41583 -0.2 -0.9 -2.2
C 0.24199 -4.25654 -0.63856 0.0 0.1 1.2
C -0.10205 -5.48122 -1.14804 -0.8 -0.5 -2.2
C 1.17451 -2.03248 -0.80522 0.0 1.4 0.9
C 1.56183 -1.05461 -0.15350 -1.5 -1.6 -0.6
H 0.39163 -4.80274 -4.45673 0.0 0.4 -0.6
H 0.88030 -2.56766 -3.52929 0.1 -0.3 0.7
H 0.21074 -4.06851 0.42532 0.0 -0.3 0.2
H -0.43976 -6.29824 -0.51632 0.2 0.2 -0.1
C 5.94663 -3.74945 3.97958 1.6 -0.2 -1.3
C 4.55941 -4.23546 3.78110 -2.0 -0.2 0.7
C 4.01316 -5.31818 4.57906 1.9 1.4 -0.1
C 2.74850 -5.76928 4.39263 -1.1 0.2 -2.6
Cl 1.92408 -6.85934 5.42238 0.2 -0.4 0.4
C 2.04464 -5.38584 3.17985 0.8 0.4 2.3
C 2.49764 -4.27094 2.52302 -0.2 0.4 -0.3
C 3.67255 -3.59855 2.90815 1.5 -2.2 -0.7
O 4.08863 -2.54590 2.13929 -0.7 1.1 0.6
C 5.11333 -2.59715 1.15607 -0.2 0.8 0.6
C 4.38534 -2.04027 -0.06745 1.0 -3.0 -1.7
O 4.08474 -2.88369 -0.93412 0.0 3.2 1.6
O 4.20883 -0.71100 -0.07217 -0.3 -0.5 -0.1
H 6.62992 -4.22938 3.19735 -0.8 0.4 0.9
H 6.33701 -4.11102 4.94040 0.0 0.7 -0.2
H 6.08131 -2.65245 3.75965 -0.3 -1.0 0.8
H 4.68930 -5.71844 5.34048 -0.5 0.0 0.0
H 1.13810 -5.92183 2.97294 -0.3 0.1 -0.4
H 2.00968 -3.85695 1.64329 -0.1 -0.2 0.2
H 5.45872 -3.60520 0.95053 0.0 -0.1 0.0
H 5.93646 -1.94485 1.51670 -0.2 -0.4 -0.4
O 3.70599 -0.30207 -4.35614 -1.0 1.2 2.4
C 3.32217 0.14078 -3.32030 0.8 -1.1 -2.0
N 2.92567 0.59516 -2.26959 -0.2 -0.1 -0.1
```
Forces are in eV/Å.

Results
HOMO-LUMO gap = 6.341 eV
relative energy (zero: lowest compared OMol25 entry of this formula, charge and spin) = 4.0273 eV
E_tot = -154255.0937 eV
F_max = 4.0 eV/Å
E_LUMO = -4.133 eV
HOMO energy = -10.47 eV
charge = +1